Molecular formula: C27H22F2N2O4
Method: DFT, ωB97M-V/def2-TZVPD

```
! wB97M-V def2-TZVPD RIJCOSX def2/J DEFGRID3
* xyz 0 1
C -5.148 -1.255 0.096
C -4.040 -1.337 1.091
C -4.211 -1.867 2.367
C -3.098 -1.880 3.191
N -1.915 -1.432 2.806
C -1.845 -0.972 1.567
O -0.653 -0.541 1.165
C -0.619 -0.091 -0.178
C -1.314 -1.113 -1.077
O -1.191 -2.304 -0.981
O -1.999 -0.530 -2.061
C 0.863 0.074 -0.639
O 0.861 0.602 -1.960
C 0.879 2.011 -2.144
C -0.380 2.726 -1.725
C -0.364 3.653 -0.690
C -1.532 4.285 -0.299
C -2.726 3.998 -0.938
C -2.746 3.088 -1.982
C -1.579 2.461 -2.378
C 1.489 -1.316 -0.697
C 1.790 -1.980 0.486
C 2.331 -3.252 0.455
C 2.572 -3.845 -0.770
F 3.108 -5.084 -0.806
C 2.288 -3.202 -1.959
C 1.739 -1.934 -1.914
C 1.690 0.927 0.310
C 1.159 1.673 1.353
C 1.984 2.439 2.160
C 3.341 2.465 1.904
F 4.143 3.219 2.683
C 3.897 1.742 0.864
C 3.063 0.973 0.076
N -2.853 -0.885 0.708
H -4.894 -0.535 -0.677
H -6.080 -0.973 0.579
H -5.287 -2.231 -0.369
H -5.165 -2.243 2.695
H -3.141 -2.260 4.203
H -1.151 0.863 -0.278
H -2.385 -1.212 -2.635
H 1.747 2.455 -1.639
H 1.016 2.113 -3.225
H 0.567 3.881 -0.190
H -1.508 5.003 0.508
H -3.637 4.488 -0.627
H -3.673 2.870 -2.491
H -1.589 1.748 -3.187
H 1.588 -1.507 1.434
H 2.561 -3.783 1.364
H 2.485 -3.694 -2.899
H 1.501 -1.413 -2.828
H 0.102 1.661 1.559
H 1.581 3.015 2.978
H 4.959 1.783 0.686
H 3.477 0.399 -0.741
*
```

Its highest occupied orbital energy is -0.319 Ha. Its LUMO energy is 0.0205 Ha. The value obtained for the largest force on an atom is 1.2 eV/Å. The energy above the lowest of the compared OMol25 structures with the same formula, charge and spin is 0.00 kcal/mol. The SMILES is Cc1ccnc(O[C@H](C(=O)O)C(OCc2ccccc2)(c2ccc(F)cc2)c2ccc(F)cc2)n1. For the gap between HOMO and LUMO, the calculation gives 9.236 eV.